Entry 1:
# C40H20B5N4O40Y

A structure of composition C40H20B5N4O40Y at a distorted geometry (ωB97M-V/def2-TZVPD, OMol25).

## Properties
HOMO (alpha / beta) = -7.3 / -7.3 eV
2S+1 = 2
Charge = -1
Max |F| = 7.18 eV Å⁻¹
<S²> = 0.758
LUMO level (alpha / beta) = -0.14 / -5.40 eV

The geometry in XYZ format:
```
110
Properties=species:S:1:pos:R:3:lowdin_spin:R:1
Y -0.32 0.24 0.40 0.000
O 1.99 -7.69 -1.41 0.000
C 2.44 -6.59 -1.27 0.000
O 2.04 -5.48 -1.87 0.000
B 2.87 -4.35 -1.44 0.000
O 3.85 -4.98 -0.55 0.000
C 3.60 -6.26 -0.27 0.000
O 4.31 -7.04 0.49 0.000
O 1.92 -3.55 -0.67 0.000
C 1.99 -2.30 -1.18 0.000
O 1.46 -1.30 -0.69 0.000
C 3.03 -2.24 -2.34 0.000
O 3.41 -3.50 -2.52 0.000
O 3.30 -1.26 -3.02 0.000
O -1.28 1.11 -8.35 0.356
C -1.68 0.74 -7.27 0.044
O -1.01 0.49 -6.24 0.024
B -1.80 -0.08 -5.16 0.002
O -3.19 0.13 -5.63 0.032
C -3.15 0.64 -6.88 0.040
O -4.02 0.91 -7.65 0.051
O -1.41 -1.47 -5.02 0.001
C -0.86 -1.63 -3.87 0.000
O -0.36 -2.63 -3.39 0.000
C -1.07 -0.31 -3.06 0.000
O -1.53 0.53 -3.84 0.000
O -0.71 -0.13 -1.83 0.000
O -2.78 4.90 -1.55 0.000
C -1.77 4.50 -2.22 0.000
O -1.37 4.98 -3.40 0.001
B -0.39 4.11 -4.05 0.002
O -0.07 3.16 -2.96 0.000
C -0.86 3.26 -1.95 0.000
O -0.90 2.41 -0.97 0.000
O 0.82 4.84 -4.50 0.027
C 1.01 4.71 -5.79 0.035
O 1.94 5.03 -6.59 0.033
C -0.19 3.86 -6.32 0.032
O -0.93 3.52 -5.31 0.019
O -0.22 3.51 -7.49 0.301
O 6.27 -4.42 1.11 0.000
C 5.46 -3.84 1.82 0.000
O 4.94 -2.60 1.73 0.000
B 3.97 -2.37 2.82 0.000
O 3.99 -3.64 3.58 0.000
C 4.89 -4.42 3.12 0.000
O 5.21 -5.53 3.53 0.000
O 2.66 -2.10 2.21 0.000
C 2.32 -0.88 2.35 0.000
O 1.28 -0.37 1.93 0.000
C 3.29 -0.33 3.37 0.000
O 4.27 -1.17 3.61 0.000
O 3.25 0.89 3.73 0.000
O -1.30 -0.53 2.67 0.000
C -1.79 -0.80 3.82 0.000
O -2.22 0.17 4.53 0.000
B -2.93 -0.54 5.64 0.000
O -2.57 -1.99 5.51 0.000
C -2.02 -2.17 4.38 0.000
O -1.79 -3.26 3.91 0.000
O -2.42 -0.03 6.95 0.000
C -3.35 0.61 7.66 0.000
O -3.18 1.24 8.70 0.000
C -4.72 0.41 6.85 0.000
O -4.39 -0.28 5.73 0.000
O -5.89 0.74 7.28 0.000
N -1.13 -2.09 0.36 0.000
C -0.48 -3.13 1.12 0.000
C -0.73 -4.47 0.97 0.000
C -1.68 -4.92 0.10 0.000
C -2.37 -3.97 -0.68 0.000
C -2.00 -2.63 -0.55 0.000
H 0.28 -2.75 1.79 0.000
H -0.21 -5.22 1.54 0.000
H -1.88 -5.97 -0.04 0.000
H -3.16 -4.34 -1.31 0.000
H -2.50 -1.97 -1.24 0.000
N 1.81 1.37 -0.19 0.000
C 2.18 1.39 -1.55 0.000
C 3.19 2.15 -2.09 0.000
C 3.98 2.94 -1.28 0.000
C 3.88 2.84 0.10 0.000
C 2.71 2.17 0.56 0.000
H 1.62 0.83 -2.29 0.000
H 3.56 2.21 -3.10 0.000
H 4.70 3.58 -1.76 0.000
H 4.52 3.54 0.63 0.000
H 2.57 2.20 1.63 0.000
N -2.65 0.89 0.38 0.000
C -3.51 0.94 -0.73 0.000
C -4.58 1.79 -0.95 0.000
C -5.05 2.61 0.17 0.000
C -4.42 2.34 1.36 0.000
C -3.23 1.59 1.39 0.000
H -3.41 0.11 -1.42 0.000
H -5.08 1.79 -1.91 0.000
H -5.95 3.20 0.10 0.000
H -4.71 2.89 2.25 0.000
H -2.76 1.58 2.37 0.000
N 0.03 2.19 2.09 0.000
C 0.08 3.48 1.60 0.000
C 0.47 4.56 2.35 0.000
C 0.73 4.47 3.68 0.000
C 0.70 3.21 4.23 0.000
C 0.38 2.13 3.41 0.000
H -0.10 3.77 0.58 0.000
H 0.48 5.59 2.01 0.000
H 1.01 5.30 4.31 0.000
H 1.03 3.05 5.25 0.000
H 0.33 1.15 3.86 0.000
```

Entry 2:
# C40H23BrCaF5N7O5Se

A structure of composition C40H23BrCaF5N7O5Se (ωB97M-V/def2-TZVPD, OMol25).

## Properties
HOMO = -2.4 eV
Charge = -2
Max |F| = 0.40 eV Å⁻¹
LUMO level = 3.62 eV
ΔE to the lowest compared entry with this formula, charge and spin = 0.0000 eV

The geometry in XYZ format:
```
83
Properties=species:S:1:pos:R:3:lowdin_charge:R:1
Ca 0.88 -0.42 0.08 1.334
O -0.79 3.35 -6.12 -0.051
C -0.49 2.14 -6.11 -0.695
O -0.29 1.34 -7.04 -0.056
C -0.36 1.51 -4.69 -0.084
C 0.01 0.19 -4.53 0.048
C 0.20 -0.31 -3.25 -0.206
N 0.04 0.43 -2.15 0.082
C -0.33 1.71 -2.30 -0.207
C -0.54 2.28 -3.55 0.052
C -0.41 2.52 -1.05 -0.215
C -1.04 3.76 -1.03 0.002
C -1.04 4.49 0.15 -0.061
C -0.44 3.96 1.27 -0.055
C 0.15 2.71 1.17 -0.125
N 0.16 2.01 0.04 0.040
C 0.72 -1.69 -3.04 -0.209
C 0.51 -2.70 -3.97 -0.005
C 1.06 -3.95 -3.74 -0.063
C 1.80 -4.16 -2.59 -0.064
C 1.94 -3.11 -1.71 -0.132
N 1.42 -1.90 -1.92 0.046
H 0.19 -0.40 -5.42 0.113
H -0.80 3.32 -3.68 0.112
H -1.54 4.14 -1.91 0.116
H -1.54 5.45 0.18 0.113
H -0.43 4.49 2.22 0.109
H 0.62 2.24 2.03 0.103
H -0.09 -2.51 -4.85 0.113
H 0.89 -4.75 -4.45 0.103
H 2.24 -5.12 -2.37 0.099
H 2.49 -3.23 -0.78 0.116
O 5.31 -0.53 1.32 -0.038
C 4.20 -0.43 0.77 -0.554
N 3.00 -0.61 1.30 -0.070
C 3.05 -0.86 2.71 -0.207
C 1.68 -0.80 3.35 -0.259
C 1.50 -1.24 4.66 -0.035
C 0.25 -1.15 5.24 -0.077
C -0.80 -0.62 4.50 -0.083
C -0.55 -0.23 3.20 -0.157
N 0.67 -0.31 2.64 0.035
C 4.18 -0.04 -0.70 -0.205
C 5.29 -0.33 -1.49 -0.018
C 5.28 0.03 -2.82 -0.075
C 4.19 0.71 -3.32 -0.061
C 3.13 0.98 -2.46 -0.132
N 3.11 0.60 -1.18 0.082
H 3.69 -0.13 3.22 0.125
H 3.50 -1.84 2.95 0.123
H 2.34 -1.65 5.20 0.108
H 0.09 -1.49 6.26 0.100
H -1.80 -0.54 4.90 0.096
H -1.35 0.14 2.56 0.018
H 6.13 -0.84 -1.02 0.108
H 6.12 -0.21 -3.46 0.098
H 4.13 1.03 -4.35 0.102
H 2.26 1.52 -2.81 0.099
Br -3.09 -3.73 5.01 0.695
C -2.92 -4.22 3.18 -0.652
C -3.63 -5.30 2.71 -0.221
N -3.56 -5.71 1.44 0.055
C -2.76 -5.02 0.62 -0.085
C -2.00 -3.93 1.02 -0.092
C -2.08 -3.51 2.34 -0.037
C -1.10 -3.21 0.02 -0.618
O -1.06 -3.65 -1.13 0.023
O -0.41 -2.27 0.51 -0.192
H -4.29 -5.86 3.37 0.089
H -2.71 -5.34 -0.41 0.112
H -1.51 -2.65 2.66 0.096
F -3.76 6.40 2.83 0.084
C -3.67 5.14 2.37 -0.166
C -3.25 4.12 3.20 -0.169
F -2.93 4.39 4.48 0.087
C -3.15 2.83 2.72 -0.274
F -2.73 1.89 3.59 0.052
C -3.46 2.47 1.40 -0.602
Se -3.25 0.72 0.72 0.553
C -3.89 3.53 0.61 -0.300
F -4.22 3.33 -0.68 0.060
C -3.99 4.83 1.07 -0.183
F -4.39 5.82 0.24 0.090
```

Entry 3:
# C40H26F5I2MoN5O2SSb

A structure of composition C40H26F5I2MoN5O2SSb at a distorted geometry (ωB97M-V/def2-TZVPD, OMol25).

## Properties
HOMO (alpha / beta) = -10.3 / -10.8 eV
2S+1 = 3
Charge = +1
Max |F| = 2.50 eV Å⁻¹
<S²> = 2.022
LUMO level (alpha / beta) = -3.50 / -3.70 eV
ΔE to the lowest compared entry with this formula, charge and spin = 1.1334 eV

The geometry in XYZ format:
```
83
Properties=species:S:1:pos:R:3:lowdin_spin:R:1
Mo 0.30 0.08 -0.20 1.666
I -4.54 -5.99 0.06 0.002
C -3.43 -4.27 -0.21 0.008
C -4.04 -3.12 -0.69 -0.002
C -3.27 -1.99 -0.91 0.007
I -4.19 -0.20 -1.44 0.001
C -1.90 -2.00 -0.67 0.002
O -1.08 -0.95 -0.97 0.055
C -1.32 -3.11 -0.07 0.007
C 0.12 -3.07 0.37 0.002
N 0.46 -1.80 1.09 0.000
C -0.31 -1.67 2.37 0.004
C -0.87 -0.28 2.61 0.005
C -1.23 0.11 3.88 -0.001
C -1.86 1.33 4.05 0.005
C -2.12 2.12 2.95 0.001
C -1.70 1.67 1.71 0.008
N -1.07 0.50 1.54 0.010
C -2.09 -4.25 0.14 -0.002
H -5.10 -3.11 -0.90 0.000
H 0.79 -3.16 -0.47 0.000
H 0.30 -3.91 1.04 0.000
H 1.45 -1.84 1.31 0.002
H 0.30 -1.97 3.22 0.000
H -1.16 -2.34 2.32 0.000
H -1.02 -0.53 4.72 0.000
H -2.14 1.67 5.04 0.000
H -2.64 3.06 3.03 0.000
H -1.87 2.26 0.82 0.001
H -1.63 -5.13 0.58 0.000
O 1.64 0.89 0.80 0.015
N 2.75 1.33 1.32 -0.023
C 2.71 2.55 1.60 0.046
C 3.92 3.14 2.15 0.004
N 4.86 3.65 2.55 0.021
C 1.50 3.37 1.45 0.006
N 0.53 3.96 1.33 0.016
S -0.23 2.12 -1.39 0.037
Sb -0.13 2.57 -3.68 0.022
C 1.87 3.11 -3.96 0.007
C 2.29 4.30 -3.37 0.002
C 3.63 4.65 -3.45 0.000
C 4.53 3.83 -4.13 0.002
C 4.10 2.66 -4.73 0.000
C 2.76 2.29 -4.64 0.002
C -0.82 1.38 -5.22 0.002
C -0.05 1.26 -6.38 0.001
C -0.51 0.45 -7.41 0.000
C -1.72 -0.23 -7.28 0.000
C -2.49 -0.09 -6.12 0.000
C -2.04 0.72 -5.08 0.000
C -1.28 4.30 -3.71 0.000
C -2.05 4.58 -4.84 0.001
C -2.80 5.75 -4.89 0.000
C -2.78 6.63 -3.81 0.000
C -2.02 6.34 -2.68 0.000
C -1.27 5.18 -2.61 0.000
H 1.60 4.94 -2.84 0.000
H 3.98 5.57 -2.99 0.000
H 5.58 4.12 -4.19 0.000
H 4.80 2.03 -5.27 0.000
H 2.43 1.37 -5.09 0.000
H 0.89 1.79 -6.50 0.000
H 0.07 0.34 -8.32 0.000
H -2.07 -0.87 -8.08 0.000
H -3.43 -0.61 -6.02 0.000
H -2.63 0.82 -4.19 0.000
H -2.06 3.90 -5.68 0.000
H -3.40 5.97 -5.76 0.000
H -3.36 7.55 -3.85 0.000
H -2.02 7.03 -1.84 0.000
H -0.71 4.94 -1.72 0.000
F 0.73 -0.46 -3.53 0.006
C 1.81 -0.90 -2.85 0.019
C 1.87 -0.78 -1.47 0.004
C 3.02 -1.32 -0.93 0.012
F 3.20 -1.37 0.41 0.005
C 4.05 -1.88 -1.66 -0.003
F 5.13 -2.37 -1.07 -0.003
C 3.92 -1.96 -3.03 0.015
F 4.88 -2.53 -3.75 0.005
C 2.79 -1.48 -3.63 -0.002
F 2.66 -1.56 -4.95 -0.002
```

Entry 4:
# C40H26F9N3O2PSY

A structure of composition C40H26F9N3O2PSY (ωB97M-V/def2-TZVPD, OMol25).

## Properties
HOMO = -8.0 eV
Max |F| = 0.46 eV Å⁻¹
LUMO level = -0.49 eV
ΔE to the lowest compared entry with this formula, charge and spin = 0.0000 eV

The geometry in XYZ format:
```
83
Properties=species:S:1:pos:R:3:lowdin_charge:R:1
Y 0.64 0.29 -0.10 1.382
O -0.17 -1.15 1.27 -0.284
C -0.59 -1.06 2.51 -0.357
C -0.47 -2.15 3.37 -0.022
C -0.93 -2.10 4.67 -0.075
C -1.55 -0.95 5.16 -0.096
C -1.69 0.14 4.33 -0.048
C -1.21 0.12 3.00 -0.143
C -1.45 1.30 2.20 -0.057
N -0.94 1.55 1.05 -0.102
N -1.39 2.70 0.42 0.069
C -1.09 2.67 -0.85 -0.456
O -0.46 1.69 -1.43 -0.217
C -1.49 3.83 -1.68 -0.152
C -1.27 3.79 -3.06 -0.031
C -1.63 4.87 -3.85 -0.084
C -2.21 5.99 -3.28 -0.092
C -2.43 6.04 -1.91 -0.082
C -2.07 4.96 -1.11 -0.031
H 0.00 -3.05 2.99 0.119
H -0.81 -2.97 5.31 0.106
H -1.92 -0.91 6.18 0.099
H -2.17 1.04 4.69 0.111
H -2.14 2.04 2.61 0.130
H -0.82 2.91 -3.49 0.105
H -1.46 4.83 -4.92 0.100
H -2.49 6.83 -3.90 0.100
H -2.88 6.91 -1.46 0.101
H -2.23 4.98 -0.04 0.105
S 2.97 0.24 1.34 0.553
C 3.65 0.61 -0.22 -0.803
C 5.03 0.71 -0.45 -0.097
C 5.48 1.08 -1.69 -0.062
C 4.57 1.37 -2.71 -0.077
C 3.23 1.23 -2.43 -0.147
N 2.77 0.84 -1.23 -0.082
H 5.71 0.50 0.36 0.103
H 6.54 1.16 -1.88 0.113
H 4.89 1.68 -3.69 0.106
H 2.47 1.43 -3.17 0.115
F -3.96 -4.01 -7.51 0.143
C -4.47 -4.46 -6.34 -0.585
F -5.78 -4.19 -6.36 0.140
F -4.33 -5.79 -6.35 0.141
C -3.76 -3.83 -5.17 -0.118
C -2.45 -4.20 -4.91 0.001
C -1.77 -3.62 -3.86 -0.070
C -2.40 -2.68 -3.04 -0.357
C -3.71 -2.31 -3.32 -0.074
C -4.40 -2.89 -4.38 0.001
P -1.64 -1.91 -1.56 1.115
C 0.14 -1.97 -2.04 -0.428
C 1.17 -2.54 -1.28 -0.105
C 2.48 -2.57 -1.76 0.010
C 2.76 -2.06 -3.01 -0.121
C 1.76 -1.45 -3.77 -0.006
C 0.47 -1.38 -3.27 -0.090
C 4.14 -2.23 -3.60 -0.581
F 5.09 -2.17 -2.66 0.148
F 4.41 -1.29 -4.52 0.136
F 4.26 -3.42 -4.21 0.145
C -1.83 -3.25 -0.34 -0.361
C -2.59 -2.96 0.79 -0.086
C -2.83 -3.93 1.75 -0.003
C -2.29 -5.20 1.58 -0.117
C -1.53 -5.51 0.46 0.004
C -1.31 -4.53 -0.50 -0.066
C -2.50 -6.23 2.65 -0.581
F -3.68 -6.09 3.28 0.141
F -2.46 -7.49 2.16 0.138
F -1.54 -6.15 3.60 0.137
H -1.96 -4.93 -5.54 0.128
H -0.74 -3.90 -3.67 0.107
H -4.20 -1.57 -2.71 0.105
H -5.42 -2.61 -4.59 0.123
H 0.95 -2.95 -0.30 0.107
H 3.26 -3.00 -1.15 0.137
H 2.00 -1.03 -4.73 0.131
H -0.30 -0.90 -3.86 0.122
H -2.98 -1.96 0.93 0.110
H -3.41 -3.70 2.63 0.130
H -1.12 -6.50 0.34 0.124
H -0.72 -4.78 -1.37 0.105
```

Taking the records one at a time from the top gives E_tot values of -134117.2318, -229945.6532, -102456.0351, -96099.0207 eV.